(A)
Computed, not measured: 2 unconnected molecules or ions with the total composition C6H13NO, with ωB97M-V/def2-TZVPD.

Structure (XYZ):
```
21
C6H13NO, DFT ωB97M-V/def2-TZVPD
C -0.69 0.36 2.18
C -0.20 1.00 1.15
C -0.87 1.03 -0.20
C -2.17 0.79 -0.40
C 0.08 1.03 -1.37
C 1.16 -0.06 -1.28
N 0.80 -1.33 -1.88
H -0.15 0.30 3.12
H -1.67 -0.10 2.17
H 0.75 1.51 1.09
H -2.52 0.76 -1.41
H -2.87 0.69 0.42
H -0.51 0.86 -2.27
H 0.55 2.02 -1.47
H 2.04 0.33 -1.78
H 1.40 -0.24 -0.23
H 0.41 -1.23 -2.81
H 0.07 -1.81 -1.36
O 1.78 -1.82 2.34
H 1.74 -1.98 1.39
H 0.88 -2.11 2.60
```

Results
* Kohn-Sham gap: 9.67 eV
* total charge: 0
* molar mass: 115.18 g/mol

---

(B)
Computed, not measured: 2 unconnected molecules or ions with the total composition C6H13NO, with ωB97M-V/def2-TZVPD.

Structure (XYZ):
```
21
C6H13NO, DFT ωB97M-V/def2-TZVPD
O 1.94 -0.67 -1.77
C 1.61 0.48 -1.45
N 0.54 0.87 -0.78
C -0.28 -0.22 -0.32
C -1.25 -0.09 0.74
C -1.00 -0.65 2.00
C -0.08 0.63 2.66
C -1.00 -0.93 -1.52
H 2.32 1.30 -1.67
H -1.05 3.41 0.57
H 0.49 -0.92 0.06
H -1.50 3.61 1.13
H -2.00 0.66 0.48
H -0.35 -1.51 2.10
H -1.79 -0.76 2.74
H 0.42 0.45 3.60
H -0.88 1.36 2.83
H 0.49 0.93 1.79
H -1.85 -0.30 -1.81
H -1.40 -1.92 -1.29
H -0.30 -0.90 -2.34
```

Results
* Kohn-Sham gap: 5.41 eV
* total charge: 0
* molar mass: 115.18 g/mol

---

(C)
Computed, not measured: C6H13NO in the gas phase, with ωB97M-V/def2-TZVPD.

Structure (XYZ):
```
21
C6H13NO, DFT ωB97M-V/def2-TZVPD
C 1.07 1.17 1.83
N 0.23 -0.11 1.65
C 0.14 -0.80 0.28
C 1.55 -1.23 0.04
O 1.88 -1.62 -1.01
C -0.48 -0.21 -1.01
C -1.88 -0.89 -1.07
C -0.41 1.34 -1.19
H 1.28 1.22 2.93
H 0.68 2.09 1.32
H 2.11 1.06 1.51
H -0.71 0.13 2.04
H -0.35 -1.83 0.42
H 2.27 -1.20 0.99
H 0.14 -0.61 -1.87
H -2.23 -0.99 -0.01
H -1.82 -2.01 -1.39
H -2.64 -0.52 -1.58
H 0.69 1.71 -1.37
H -0.65 1.49 -2.22
H -0.89 1.82 -0.29
```

Results
* Kohn-Sham gap: 10.13 eV
* total charge: 0
* molar mass: 115.18 g/mol

---

Which of them is the least stable? Correct choice: (B).

---

(A)
Computed, not measured: a molecular structure, C6H13NO, with ωB97M-V/def2-TZVPD.

Structure (XYZ):
```
21
C6H13NO, DFT ωB97M-V/def2-TZVPD
C 0.52 -0.28 0.60
C 0.94 -0.16 -0.72
C -0.34 1.12 -1.29
C -0.76 -0.91 1.03
C 1.45 0.13 1.70
C -1.76 1.45 -0.98
N 0.05 -0.14 -1.83
O 1.78 -1.97 -0.30
H 1.20 -2.67 -0.64
H -0.68 -0.85 -1.77
H 1.92 0.26 -0.92
H 0.28 1.94 -1.63
H 1.78 -0.76 2.24
H -0.53 -1.75 1.69
H -1.35 -1.30 0.20
H -1.37 -0.21 1.60
H 0.93 0.78 2.41
H 2.33 0.65 1.32
H -2.27 0.69 -0.39
H -2.33 1.57 -1.91
H -1.82 2.40 -0.44
```

Results
* Kohn-Sham gap (spin up / spin down): 7.14 / 7.37 eV
* total charge: 0
* molar mass: 115.18 g/mol

---

(B)
Computed, not measured: C6H13NO in the gas phase, with ωB97M-V/def2-TZVPD.

Structure (XYZ):
```
21
C6H13NO, DFT ωB97M-V/def2-TZVPD
C -1.79 -1.02 -2.69
C -1.02 0.11 -1.89
C -0.49 -0.54 -0.55
N -0.39 0.61 0.41
C 0.09 0.23 1.83
C 1.37 1.07 2.17
C 2.51 0.26 1.82
O 2.65 -0.91 1.49
H -1.91 -0.89 -3.76
H -1.15 -1.97 -2.52
H -2.80 -1.27 -2.33
H -1.74 0.91 -1.55
H -0.33 0.52 -2.63
H -1.28 -1.23 -0.29
H 0.37 -1.14 -0.92
H 0.40 1.28 0.01
H -0.77 0.46 2.56
H 0.30 -0.78 1.99
H 1.18 2.11 1.78
H 1.29 1.39 3.24
H 3.50 0.80 1.81
```

Results
* Kohn-Sham gap: 10.04 eV
* total charge: 0
* molar mass: 115.18 g/mol

---

Which of them is the least stable? Correct choice: (A).

---

(A)
Computed, not measured: 7 unconnected molecules or ions with the total composition C23H31Cl8N3, with ωB97M-V/def2-TZVPD.

Structure (XYZ):
```
65
C23H31Cl8N3, DFT ωB97M-V/def2-TZVPD
C 2.59 2.91 5.75
C 3.70 2.51 5.07
C 3.72 1.35 4.34
N 2.60 0.61 4.21
C 1.41 1.10 4.68
C 1.35 2.16 5.62
H 2.62 3.77 6.41
H 4.61 3.09 5.10
H 4.62 0.95 3.90
H 0.52 0.58 4.34
H 0.47 2.46 6.17
C -2.03 -1.03 -5.58
C -1.61 -1.45 -4.33
C -0.44 -2.20 -4.12
N 0.40 -2.51 -5.15
C -0.04 -2.08 -6.36
C -1.16 -1.33 -6.65
H -3.02 -0.65 -5.77
H -2.16 -1.14 -3.45
H -0.23 -2.57 -3.13
H 0.64 -2.25 -7.18
H -1.18 -0.82 -7.60
C -0.16 1.07 -1.42
C -1.32 0.30 -1.18
C -1.44 -0.36 0.06
N -0.49 -0.32 1.04
C 0.62 0.50 0.86
C 0.77 1.13 -0.38
H -0.06 1.48 -2.42
H -2.08 0.07 -1.91
H -2.31 -0.99 0.18
H 1.36 0.52 1.64
H 1.70 1.67 -0.49
Cl -2.31 -3.61 -0.64
C -1.23 -4.87 -1.03
C -1.90 -6.28 -0.96
Cl -0.96 -7.37 -2.06
H -0.37 -4.77 -0.37
H -0.73 -4.70 -1.99
H -2.97 -6.27 -1.15
H -1.84 -6.70 0.05
Cl 2.46 3.64 -2.24
C 2.79 4.05 -3.93
C 4.02 4.91 -4.04
Cl 4.72 5.18 -5.62
H 2.03 4.72 -4.34
H 2.95 3.16 -4.54
H 4.89 4.67 -3.43
H 3.82 5.85 -3.53
Cl -2.66 -1.39 4.13
C -1.37 -2.59 4.11
C -1.32 -3.34 2.78
Cl -0.18 -4.74 2.87
H -1.52 -3.16 5.03
H -0.44 -2.04 4.24
H -1.09 -2.70 1.94
H -2.29 -3.80 2.56
Cl -2.70 2.71 4.53
C -2.08 2.37 2.93
C -2.58 3.40 1.88
Cl -1.74 5.04 2.04
H -2.34 1.37 2.60
H -1.02 2.13 3.05
H -3.65 3.55 2.00
H -2.35 3.08 0.86
```

Results
* Kohn-Sham gap: 10.12 eV
* total charge: 0
* molar mass: 633.15 g/mol

---

(B)
Computed, not measured: 7 unconnected molecules or ions with the total composition C23H31Cl8N3, with ωB97M-V/def2-TZVPD.

Structure (XYZ):
```
65
C23H31Cl8N3, DFT ωB97M-V/def2-TZVPD
C 4.64 -2.71 1.92
C 3.47 -3.28 1.44
C 2.52 -2.46 0.86
N 2.64 -1.15 0.77
C 3.74 -0.60 1.27
C 4.76 -1.34 1.85
H 5.41 -3.32 2.38
H 3.34 -4.36 1.40
H 1.60 -2.84 0.43
H 3.82 0.47 1.16
H 5.66 -0.86 2.23
C -5.46 2.70 0.06
C -5.45 1.48 -0.60
C -4.40 1.23 -1.48
N -3.45 2.11 -1.74
C -3.49 3.28 -1.12
C -4.47 3.62 -0.20
H -6.23 2.91 0.79
H -6.22 0.75 -0.39
H -4.40 0.29 -2.03
H -2.76 4.01 -1.45
H -4.52 4.60 0.25
C -2.15 0.30 4.73
C -2.39 1.18 3.69
C -2.70 0.67 2.44
N -2.72 -0.63 2.18
C -2.42 -1.47 3.16
C -2.13 -1.06 4.45
H -2.02 0.67 5.74
H -2.32 2.26 3.82
H -3.14 1.30 1.68
H -2.39 -2.52 2.90
H -1.92 -1.78 5.23
Cl 2.56 4.31 2.86
C 2.58 2.77 1.96
C 1.36 1.93 2.21
Cl -0.13 2.82 1.75
H 3.48 2.26 2.28
H 2.66 3.03 0.91
H 1.26 1.65 3.25
H 1.40 1.06 1.55
Cl 0.62 3.21 -1.84
C 1.37 3.26 -3.45
C 0.79 2.21 -4.36
Cl -0.96 2.37 -4.59
H 2.43 3.04 -3.33
H 1.30 4.28 -3.82
H 1.02 1.23 -3.96
H 1.27 2.28 -5.34
Cl 1.41 -5.21 -1.08
C 1.90 -4.53 -2.65
C 2.83 -5.47 -3.35
Cl 4.43 -5.51 -2.55
H 2.33 -3.54 -2.52
H 0.96 -4.40 -3.19
H 2.97 -5.23 -4.40
H 2.44 -6.48 -3.29
Cl 0.97 -1.11 -2.29
C -0.17 -0.39 -1.11
C -1.59 -0.56 -1.52
Cl -2.05 -2.26 -1.69
H 0.11 0.64 -0.95
H 0.04 -0.94 -0.19
H -1.84 -0.01 -2.42
H -2.18 -0.16 -0.70
```

Results
* Kohn-Sham gap: 10.05 eV
* total charge: 0
* molar mass: 633.15 g/mol

---

Which of them is the least stable? Correct choice: (A).

---

(A)
Computed, not measured: C5H13NO2S in the gas phase, with ωB97M-V/def2-TZVPD.

Structure (XYZ):
```
22
C5H13NO2S, DFT ωB97M-V/def2-TZVPD
C -0.94 0.81 1.68
C 1.56 -1.85 -0.27
C 0.42 2.28 -0.82
C 0.20 0.41 0.68
C 0.36 -1.41 0.45
N -0.15 0.96 -0.62
O -2.33 -0.82 -0.49
O -0.76 -2.08 -2.04
S -1.20 -2.03 -0.66
H -1.25 1.86 1.46
H -1.79 0.12 1.76
H -0.47 0.74 2.68
H 2.45 -1.48 0.04
H 1.56 -3.05 -0.01
H 1.55 -1.62 -1.35
H -0.32 2.93 -1.45
H 0.66 2.93 0.10
H 1.27 2.05 -1.43
H 1.28 0.73 0.93
H 0.10 -1.87 1.35
H -2.02 0.09 -0.63
H -0.18 0.31 -1.36
```

Results
* Kohn-Sham gap: 9.68 eV
* total charge: 0
* molar mass: 151.23 g/mol

---

(B)
Computed, not measured: 2 unconnected molecules or ions with the total composition C5H13NO2S, with ωB97M-V/def2-TZVPD.

Structure (XYZ):
```
22
C5H13NO2S, DFT ωB97M-V/def2-TZVPD
C 1.30 -2.07 -0.07
C 0.91 -0.59 -0.04
C 0.67 0.03 -1.44
C 0.64 1.61 -1.28
S -0.62 2.57 -2.19
N -0.56 -0.54 0.53
C -0.88 -1.17 1.75
O -2.06 -1.14 2.08
H 2.02 -2.31 -0.87
H 1.93 -2.42 0.79
H 0.24 -2.58 -0.17
H 1.60 0.06 0.63
H 1.28 -0.35 -2.21
H -0.35 -0.27 -1.83
H 1.45 2.12 -1.63
H 0.43 1.72 -0.24
H -0.43 3.60 -1.27
H -1.36 -0.41 -0.17
H -0.04 -1.82 2.23
O -2.23 1.62 1.71
H -1.40 1.36 1.41
H -2.53 0.99 2.27
```

Results
* Kohn-Sham gap: 9.85 eV
* total charge: 0
* molar mass: 151.23 g/mol

---

Which of them is the least stable? Correct choice: (A).

---

(A)
Computed, not measured: a molecular structure, C5H7N3, with ωB97M-V/def2-TZVPD.

Structure (XYZ):
```
15
C5H7N3, DFT ωB97M-V/def2-TZVPD
C -0.50 -1.50 -0.72
C 0.18 -0.38 -0.19
C 1.61 -0.15 -0.38
C 1.80 1.11 0.27
C -0.54 0.70 0.60
H 0.28 -1.41 -1.85
H -0.46 -2.43 -0.22
H -1.79 -1.20 -0.88
H 2.32 -0.53 -1.10
H 2.85 1.60 0.20
H 0.39 2.46 1.19
H -2.29 -0.64 0.03
N 0.58 1.53 0.89
N -1.76 0.87 1.26
N -2.65 -0.04 0.90
```

Results
* Kohn-Sham gap: 7.93 eV
* total charge: 0
* molar mass: 109.13 g/mol

---

(B)
Computed, not measured: C5H7N3 in the gas phase, with ωB97M-V/def2-TZVPD.

Structure (XYZ):
```
15
C5H7N3, DFT ωB97M-V/def2-TZVPD
C -2.41 -0.87 -1.16
C -1.57 -0.44 -0.22
C -0.22 -0.14 -0.48
N 0.57 -0.16 -1.47
C 1.83 0.19 -1.16
C 1.99 0.45 0.18
N 0.85 0.30 0.84
N 0.62 0.53 2.18
H -3.45 -1.08 -0.94
H -2.08 -1.02 -2.17
H -1.91 -0.29 0.80
H 2.58 0.23 -1.93
H 2.90 0.76 0.67
H -0.22 0.04 2.47
H 0.52 1.53 2.38
```

Results
* Kohn-Sham gap: 8.20 eV
* total charge: 0
* molar mass: 109.13 g/mol

---

(C)
Computed, not measured: C5H7N3 in the gas phase, with ωB97M-V/def2-TZVPD.

Structure (XYZ):
```
15
C5H7N3, DFT ωB97M-V/def2-TZVPD
H 1.49 1.51 -1.81
N 1.55 0.97 -0.95
C 0.43 0.47 -0.58
C -0.77 0.68 -1.32
C -1.61 1.02 -2.12
N 0.42 -0.24 0.60
C 1.66 -0.24 1.34
N -0.56 -0.90 1.21
C -1.69 -1.18 0.72
H -2.41 1.28 -2.74
H 2.46 -0.67 0.73
H 1.95 0.78 1.61
H 1.51 -0.84 2.24
H -2.04 -0.93 -0.28
H -2.37 -1.71 1.36
```

Results
* Kohn-Sham gap: 9.25 eV
* total charge: 0
* molar mass: 109.13 g/mol

---

Which of them is the least stable? Correct choice: (A).